Record 1
DFT (ωB97M-V/def2-TZVPD) results for a single C4H3N3O molecule.

Properties
Max |F| (eV Å⁻¹): 5.03
Lowest unoccupied orbital energy (eV): -2.2
Gap between HOMO and LUMO (eV): 8.8
Total energy (eV): -10712.0399
Relative energy (zero: lowest compared OMol25 entry of this formula, charge and spin) (kcal per mole): 37.1
SMILES: [H]/N=C1\N=CC(C=O)=N1

```
11
Properties=species:S:1:pos:R:3:forces:R:3
C 1.4515 -0.2911 -0.0753 2.6 1.1 0.6
C -0.0980 1.1437 0.0130 0.1 1.5 -0.6
C -0.6520 -0.2264 0.0467 0.4 -0.3 -0.5
C -2.0887 -0.6015 0.1035 -4.1 -0.4 -1.3
H 3.2432 0.1447 0.1637 0.0 0.2 -0.6
H -0.6616 2.0649 -0.1930 0.0 -0.5 0.7
H -2.2631 -1.7522 0.2797 0.4 2.0 -0.1
N 2.6719 -0.6485 -0.1166 -1.2 -1.2 0.4
N 1.1881 1.1483 0.0288 -1.7 -1.5 -0.2
N 0.2958 -1.1128 -0.0753 -0.7 1.2 0.2
O -3.0872 0.1309 -0.1753 4.3 -2.2 1.3
```
Positions in Å, forces in eV/Å.

Results of the Mulliken charge analysis, in e, for atoms 1 through 5: 0.45 -0.19 0.79 -0.08 0.32

***

Record 2
DFT (ωB97M-V/def2-TZVPD) results for a single C8H11N3 molecule.

Properties
Max |F| (eV Å⁻¹): 5.52
Lowest unoccupied orbital energy (alpha / beta) (eV): 0.8 / -1.1
Multiplicity: 3
Gap between HOMO and LUMO (alpha / beta) (eV): 6.7 / 6.7
<S²>: 2.010
Total energy (eV): -12938.6615
Relative energy (zero: lowest compared OMol25 entry of this formula, charge and spin) (kcal per mole): 0.0

```
22
Properties=species:S:1:pos:R:3:forces:R:3
C 2.6432 -1.6224 0.1352 4.0 2.3 -3.1
C 3.2393 -0.4211 -0.3625 -0.1 -5.2 0.2
C 0.4030 -1.5843 1.2337 0.6 0.2 -1.0
C 1.9849 1.5822 0.2441 0.1 -1.5 -0.7
C -0.1124 0.3834 -0.3639 0.2 -0.2 0.0
C -0.6736 -0.7457 0.5625 -0.2 0.8 0.3
C -1.5632 -1.6631 -0.2721 0.0 0.0 0.2
C -0.1234 2.5329 0.8465 -0.2 0.3 0.2
N 1.4848 -1.7158 0.6816 -3.0 0.0 2.6
N 2.7688 0.7775 -0.3473 -1.3 3.5 0.9
N 0.6620 1.4816 0.2423 -0.5 -0.1 0.4
H 3.1066 -2.5393 -0.2031 0.3 -0.2 0.3
H 4.1176 -0.5868 -0.9735 0.3 -0.1 0.2
H 0.5102 -0.0754 -1.1375 -0.1 0.1 0.1
H -0.9828 0.8450 -0.8407 0.1 0.0 -0.1
H -1.2749 -0.2957 1.3594 -0.1 0.0 -0.1
H -1.9609 -2.4605 0.3525 0.0 0.0 0.0
H -0.9903 -2.1130 -1.0787 0.1 -0.1 -0.1
H -2.3957 -1.1126 -0.7019 -0.1 0.1 -0.1
H 0.5458 3.2249 1.3515 0.0 0.0 0.0
H -0.6913 3.0809 0.0861 0.0 -0.1 0.1
H -0.8247 2.1225 1.5746 0.0 0.0 0.0
```
Positions in Å, forces in eV/Å.

Results of the Mulliken charge analysis, in e, for atoms 1 through 5: -0.31 -0.15 -0.60 0.10 -1.53

***

Record 3
DFT (ωB97M-V/def2-TZVPD) results for 3 unconnected molecules or ions with the total composition C5H14NO2.

Properties
Max |F| (eV Å⁻¹): 6.84
Total charge: +1
Lowest unoccupied orbital energy (eV): -7.7
Gap between HOMO and LUMO (eV): 5.9
Total energy (eV): -10985.1824
Relative energy (zero: lowest compared OMol25 entry of this formula, charge and spin) (kcal per mole): 152.7

```
22
Properties=species:S:1:pos:R:3:forces:R:3
C -3.0522 1.1469 -0.7897 -1.6 -1.0 -0.6
C -2.7100 0.4064 0.5443 -0.1 -0.6 -0.6
C -1.6607 -0.6161 0.2080 -1.8 0.1 1.0
C -2.0228 -1.9051 -0.0969 1.1 0.3 0.0
C -0.1202 1.4320 0.1553 0.6 -6.5 2.0
N -0.4083 -0.0791 0.1404 -0.2 2.2 -0.7
H -3.7459 0.5292 -1.4639 0.5 0.9 1.3
H -3.5274 2.1132 -0.5296 0.4 -0.5 -0.6
H -2.1894 1.2347 -1.4713 -0.1 0.5 0.7
H -2.1714 1.0742 1.1765 -0.2 0.9 0.8
H -3.5486 -0.0410 1.1518 0.7 0.6 -1.0
H -3.0720 -2.1909 -0.1004 0.1 0.4 0.0
H -1.3428 -2.7091 -0.3745 0.2 0.3 0.1
H 0.0844 1.4033 1.2643 -1.5 2.1 -0.4
H 0.6914 1.6584 -0.4938 0.7 0.1 -0.4
H 0.2667 -0.8289 0.0915 1.4 0.2 -1.7
H 4.5026 1.7306 -0.0742 0.1 0.1 0.0
H 5.4472 0.8865 -0.9490 -0.3 0.0 0.3
O 4.7484 0.8256 -0.2778 0.3 -0.2 -0.4
H 3.6682 -0.7946 -0.1039 0.3 -0.1 0.5
H 3.3103 -1.9559 0.9409 0.4 0.3 -0.2
O 2.9799 -1.3710 0.2535 -1.1 -0.1 -0.2
```
Positions in Å, forces in eV/Å.

Results of the Mulliken charge analysis, in e, for atoms 1 through 5: -0.98 -0.70 0.85 -0.91 -0.52

***

Record 4
DFT (ωB97M-V/def2-TZVPD) results for a molecular structure, C6H10.

Properties
Max |F| (eV Å⁻¹): 3.17
Lowest unoccupied orbital energy (eV): 1.0
Gap between HOMO and LUMO (eV): 9.7
Total energy (eV): -6379.9640
Relative energy (zero: lowest compared OMol25 entry of this formula, charge and spin) (kcal per mole): 89.8

```
16
Properties=species:S:1:pos:R:3:forces:R:3
C 0.5025 -1.1370 2.0627 0.1 0.0 0.0
C 0.5120 -0.7722 0.5836 0.1 -0.1 0.2
C -0.7653 -0.0821 0.1520 0.4 0.0 -0.5
C -0.7049 0.2321 -1.3562 1.7 0.0 -1.0
C -0.3495 1.5186 -1.7806 -1.8 1.8 0.5
C -0.0203 2.6777 -1.9942 0.4 -0.1 -0.4
H 0.3895 -0.2528 2.7031 0.0 -0.1 -0.2
H 1.4343 -1.6277 2.3425 0.0 0.0 0.1
H -0.3248 -1.8148 2.2886 0.1 0.0 0.0
H 1.3431 -0.0961 0.3633 0.1 -0.1 0.0
H 0.6380 -1.6562 -0.0527 0.1 0.0 0.2
H -1.6230 -0.7396 0.3420 0.1 0.1 -0.1
H -0.8965 0.8175 0.7726 -0.1 0.0 -0.5
H 0.4124 0.3306 -2.0418 -1.2 -2.4 1.7
H -1.3412 -0.3672 -2.0007 -0.1 0.2 0.0
H 0.8648 3.0764 -2.4201 0.3 0.8 -0.1
```
Positions in Å, forces in eV/Å.

Results of the Mulliken charge analysis, in e, for atoms 1 through 5: -1.24 -0.40 -0.39 -0.58 -0.36

***

- Among the records above, which one has the highest total energy?
  C6H10